Record 1
C7H12N3O2P | ωB97M-V with the def2-TZVPD basis set

Output
Energy, eV: -25303.610
Gap between HOMO and LUMO, eV: 8.4084
ΔE to the lowest compared entry with this formula, charge and spin, kcal per mole: 31.40
Structure (SMILES): O[C@H]1NOC2=CCCC=C21.[H]/N=P/N

Element x y z (Å)
P -4.463 -0.571 -0.619
O -0.570 -1.737 0.083
O -1.377 1.389 -0.738
N -1.506 -0.613 0.402
N -4.486 -0.983 0.817
N -4.423 1.066 -0.359
C 1.754 0.963 0.107
C -0.829 0.680 0.306
C 1.697 -1.872 -0.508
C 3.113 0.277 0.042
C 0.625 0.239 0.059
C 2.965 -1.040 -0.861
C 0.631 -1.151 -0.135
H 3.755 -1.835 -0.889
H 1.857 1.967 0.407
H -0.862 1.303 1.291
H -4.518 1.769 -1.026
H -2.215 1.010 -1.065
H -4.524 -1.913 1.027
H 2.975 -0.504 -1.906
H -1.818 -0.722 1.313
H -4.821 1.285 0.521
H 3.189 -0.106 1.131
H 3.965 0.749 -0.318
H 1.839 -2.959 -0.531

Forces on atoms 1 to 3 (eV/Å):
P 0.239 0.847 -2.733
O -1.409 1.631 0.957
O -0.077 1.067 -1.158

Record 2
C30H29AsFN4O8SbSe4Ti | ωB97M-V with the def2-TZVPD basis set

Output
Energy, eV: -408526.008
Charge: -2
Gap between HOMO and LUMO, eV: 5.9430
ΔE to the lowest compared entry with this formula, charge and spin, kcal per mole: 8.69

Element x y z (Å)
Sb -3.784 -2.734 0.299
Se -4.522 -2.860 2.576
Se -1.652 -1.006 0.575
Se -5.203 -1.622 -1.329
Se -2.778 -4.755 -0.577
As 1.514 -1.219 -3.788
Ti 0.347 0.235 0.284
F 1.108 -5.757 -2.965
O -1.201 3.599 2.331
O 1.865 -1.134 3.850
O -0.917 1.799 0.996
O 1.190 -1.666 -0.125
O 2.049 0.466 -0.919
O 1.058 -0.091 2.060
O 4.243 0.965 -0.980
O -4.233 3.398 -4.296
N 1.504 2.156 0.770
N -0.617 0.900 -1.799
N -5.243 1.646 -3.262
N 0.439 -4.756 2.408
C 3.112 1.072 -0.530
C 1.344 -1.157 2.749
C -2.872 1.852 -3.083
C 0.081 -7.450 1.476
C -2.615 0.490 -3.034
C 2.509 0.435 -4.113
C 0.959 -5.489 -1.645
C -0.525 2.784 1.726
C -0.990 -5.196 4.395
C 2.935 -2.468 -4.338
C 0.943 -3.982 0.183
C 2.812 2.035 0.601
C 1.798 3.601 2.604
C -4.173 2.385 -3.614
C 1.092 -4.214 -1.191
C 0.657 -6.548 -0.796
C 3.172 3.486 2.441
C 1.060 -2.625 0.681
C 0.988 2.894 1.736
C -0.055 -5.794 3.350
C -1.476 0.059 -2.382
C 3.700 2.701 1.423
C 0.533 -1.264 -5.499
C 0.725 -3.532 2.872
C -1.941 2.732 -2.557
C 0.628 -5.029 1.055
C -0.788 -6.885 2.585
C 1.054 -2.469 2.088
C 0.483 -6.335 0.549
C -0.833 2.212 -1.913
H 0.825 -6.234 3.836
H -0.487 -4.544 5.108
H 0.009 -2.216 -5.586
H -1.271 -0.995 -2.263
H -0.112 2.859 -1.431
H 0.662 -3.379 3.939
H 4.764 2.578 1.275
H -0.209 -0.465 -5.510
H 0.522 -7.538 -1.215
H 1.350 4.197 3.386
H 0.971 -7.928 1.903
H -1.070 -7.662 3.299
H 3.713 -2.483 -3.574
H 3.373 -2.175 -5.295
H 1.827 1.279 -4.006
H 1.291 -3.376 -1.845
H -6.152 1.984 -3.529
H -3.314 -0.240 -3.418
H -2.111 3.799 -2.598
H 3.282 0.528 -3.350
H 3.839 4.000 3.123
H -1.791 -4.636 3.906
H -1.701 -6.460 2.157
H 1.207 -1.141 -6.350
H -0.456 -8.214 0.912
H -5.183 0.896 -2.579
H 2.949 0.439 -5.112
H -1.438 -6.013 4.962
H 2.515 -3.471 -4.424

Forces on atoms 1 to 3 (eV/Å):
Sb 0.140 -0.166 -0.367
Se 0.054 0.026 0.148
Se -0.103 0.151 0.268

Record 3
C21H32N4O4 | ωB97M-V with the def2-TZVPD basis set

Output
Energy, eV: -36443.357
Gap between HOMO and LUMO, eV: 7.3593
ΔE to the lowest compared entry with this formula, charge and spin, kcal per mole: 133.70
Structure (SMILES): CCCCN(CCCC)CCCNC(=O)[C@H]1CC(c2cccc([N+](=O)[O-])c2)=NO1

Element x y z (Å)
O 1.377 -3.851 0.862
O 5.320 1.401 -1.845
O -0.357 -2.869 -2.110
O 6.472 2.398 -0.330
N -2.155 0.455 0.270
N 2.168 -2.903 1.423
N -1.061 -3.555 -0.062
N 5.659 1.576 -0.693
C 4.193 -0.275 -0.074
C 5.316 1.002 1.656
C -2.472 -3.267 -0.205
C -5.080 3.675 1.214
C 1.299 -3.654 -0.564
C 1.321 1.616 -0.931
C -0.139 -3.307 -0.999
C -3.070 1.551 0.021
C -0.171 1.317 -1.038
C -4.439 1.271 0.644
C 3.590 -1.065 0.900
C 3.860 -0.808 2.250
C 4.715 0.212 2.620
C 2.279 -2.511 -0.866
C 2.690 -2.143 0.540
C -2.426 -0.752 -0.494
C -5.434 2.413 0.435
C -2.839 -1.918 0.419
C 1.936 1.894 -2.298
C -0.756 0.828 0.297
C 5.045 0.749 0.317
H -0.326 0.551 -1.801
H -3.200 1.751 -1.057
H -0.730 -3.838 0.850
H 4.021 -0.437 -1.127
H 4.914 0.397 3.665
H 1.478 2.474 -0.273
H -3.030 -4.076 0.274
H 1.767 1.053 -2.968
H -3.911 -1.888 0.615
H -4.976 3.449 2.273
H -2.697 -3.260 -1.273
H -0.633 1.610 1.053
H -1.536 -1.054 -1.049
H -5.493 2.649 -0.630
H -5.862 4.421 1.098
H -4.148 4.106 0.860
H 1.780 -1.692 -1.387
H -4.852 0.364 0.199
H -6.423 2.073 0.751
H 1.824 0.761 -0.470
H 3.008 2.057 -2.225
H 1.484 2.777 -2.744
H 3.384 -1.431 2.991
H -0.701 2.215 -1.360
H -2.325 -1.809 1.376
H -4.305 1.087 1.711
H -3.213 -0.572 -1.233
H 3.136 -2.830 -1.461
H -2.645 2.444 0.481
H 1.576 -4.597 -1.047
H 5.985 1.808 1.916
H -0.191 -0.046 0.638

Forces on atoms 1 to 3 (eV/Å):
O -0.339 -0.671 -0.333
O 0.020 -0.040 -0.290
O 0.008 0.092 -0.404

Record 4
C2H7FN3 | ωB97M-V with the def2-TZVPD basis set

Output
Energy, eV: -9366.439
Charge: +1
Gap between HOMO and LUMO, eV: 10.2084
ΔE to the lowest compared entry with this formula, charge and spin, kcal per mole: 9.58
Structure (SMILES): [H]/N=C(\[NH3+])NCF

Element x y z (Å)
F 3.172 -0.024 -0.509
N 0.914 -0.037 0.095
N -0.855 1.522 -0.388
N -1.455 -0.811 0.048
C 2.379 0.521 0.380
C -0.435 0.356 -0.157
H 2.697 0.246 1.450
H -1.040 -1.545 0.561
H -1.912 1.588 -0.596
H -1.804 -1.021 -0.954
H -2.202 -0.328 0.465
H 2.158 1.627 0.243
H 1.001 -1.047 0.031

Forces on atoms 1 to 3 (eV/Å):
F 0.574 -0.257 -0.682
N -1.246 -1.703 0.183
N -1.830 -1.100 -0.650

Number 1: LUMO 0.616 eV. Number 2: LUMO 3.820 eV. Number 3: LUMO -0.743 eV. Number 4: LUMO -4.185 eV.